(1)
{
  "formula": "C21H22BrMnN3O2",
  "method": "ωB97M-V/def2-TZVPD",
  "s_squared": 6.161,
  "energy_ev": -132058.0975,
  "largest_force_ev_per_a": 0.65,
  "homo_energy_ev": [-11.99, -12.10],
  "charge": 1,
  "gap_ev": [8.290, 8.985],
  "spin_multiplicity": 5,
  "species": ["Mn", "C", "C", "C", "C", "C", "Br", "N", "C", "H", "H", "H", "H", "H", "H", "O", "C", "O", "C", "C", "C", "C", "C", "N", "H", "H", "H", "H", "C", "N", "C", "C", "C", "C", "C", "C", "C", "C", "H", "H", "H", "H", "H", "H", "H", "H", "H", "H", "H", "H"],
  "xyz": [[0.188, 0.226, 0.526], [-3.327, 0.212, -3.651], [-2.531, -0.724, -2.784], [-2.594, -2.105, -2.917], [-1.857, -2.923, -2.078], [-1.064, -2.319, -1.126], [-0.067, -3.409, 0.060], [-0.966, -1.005, -0.978], [-1.698, -0.231, -1.794], [-3.880, -0.335, -4.411], [-2.678, 0.931, -4.151], [-4.042, 0.776, -3.049], [-3.229, -2.547, -3.675], [-1.898, -3.999, -2.153], [-1.614, 0.834, -1.627], [-3.163, 1.169, 2.475], [-2.103, 0.723, 2.127], [-1.451, 1.047, 1.041], [-1.400, -0.323, 2.964], [-1.946, -0.749, 4.158], [-1.285, -1.725, 4.880], [-0.106, -2.248, 4.369], [0.369, -1.771, 3.165], [-0.256, -0.812, 2.467], [-2.875, -0.301, 4.482], [-1.681, -2.080, 5.823], [0.443, -3.021, 4.889], [1.272, -2.179, 2.741], [2.937, -1.154, 1.049], [2.242, -0.233, 0.131], [2.334, -0.780, -1.246], [2.944, 1.082, 0.162], [2.078, 2.117, -0.493], [2.591, 3.242, -1.120], [1.722, 4.202, -1.624], [0.350, 4.044, -1.483], [-0.164, 2.914, -0.854], [0.701, 1.938, -0.386], [3.997, -1.209, 0.783], [2.507, -2.149, 0.968], [2.854, -0.788, 2.071], [3.386, -0.911, -1.515], [1.868, -0.091, -1.947], [1.836, -1.745, -1.292], [3.925, 0.981, -0.314], [3.107, 1.344, 1.210], [3.663, 3.377, -1.208], [2.116, 5.083, -2.114], [-0.326, 4.804, -1.851], [-1.233, 2.819, -0.699]],
  "nbo_charge": [1.563, -0.637, -0.024, -0.111, -0.257, 0.156, 0.096, -0.582, 0.075, 0.231, 0.236, 0.242, 0.236, 0.252, 0.221, -0.553, 0.746, -0.791, 0.102, -0.190, -0.120, -0.234, 0.067, -0.577, 0.267, 0.239, 0.240, 0.202, -0.419, -0.497, -0.425, -0.230, -0.085, -0.193, -0.178, -0.212, -0.155, -0.344, 0.214, 0.218, 0.214, 0.209, 0.230, 0.220, 0.212, 0.219, 0.223, 0.229, 0.229, 0.228]
}

(2)
{
  "formula": "C16H31F2GaNO2",
  "method": "ωB97M-V/def2-TZVPD",
  "energy_ev": -80492.6145,
  "largest_force_ev_per_a": 4.51,
  "homo_energy_ev": -5.07,
  "charge": -1,
  "gap_ev": 8.146,
  "species": ["C", "C", "C", "C", "C", "C", "C", "C", "C", "C", "C", "C", "C", "C", "Ga", "N", "C", "O", "F", "C", "O", "F", "H", "H", "H", "H", "H", "H", "H", "H", "H", "H", "H", "H", "H", "H", "H", "H", "H", "H", "H", "H", "H", "H", "H", "H", "H", "H", "H", "H", "H", "H", "H"],
  "xyz": [[4.164, -2.226, 0.059], [3.931, -1.720, -1.364], [3.750, -0.179, -1.509], [3.259, 0.563, -0.253], [2.217, 1.640, -0.683], [2.088, 2.714, 0.398], [0.737, 3.456, 0.446], [-0.474, 2.554, 0.205], [-1.817, 3.121, 0.668], [-2.857, 1.979, 0.573], [-3.091, 1.480, -0.851], [-3.950, 0.179, -0.884], [-3.187, -1.019, -1.504], [-3.268, -2.316, -0.663], [-2.283, -1.972, 1.114], [-1.056, -3.528, 1.555], [-0.674, -3.345, 2.868], [-1.127, -2.628, 3.646], [0.372, -4.127, 3.254], [0.148, -3.518, 0.813], [0.684, -4.436, 0.389], [0.683, -2.302, 0.629], [3.242, -2.190, 0.634], [4.978, -1.717, 0.571], [4.409, -3.289, 0.000], [3.098, -2.215, -1.860], [4.824, -1.985, -1.939], [3.010, -0.021, -2.294], [4.682, 0.274, -1.853], [2.717, -0.079, 0.439], [4.053, 1.064, 0.305], [2.525, 2.059, -1.644], [1.297, 1.085, -0.873], [2.356, 2.336, 1.385], [2.852, 3.469, 0.179], [0.738, 4.265, -0.293], [0.672, 3.945, 1.423], [-0.494, 2.333, -0.857], [-0.327, 1.620, 0.755], [-2.161, 3.918, 0.001], [-1.776, 3.495, 1.690], [-2.562, 1.171, 1.239], [-3.809, 2.382, 0.938], [-2.184, 1.249, -1.403], [-3.615, 2.278, -1.388], [-4.369, -0.053, 0.095], [-4.764, 0.393, -1.580], [-2.125, -0.798, -1.643], [-3.588, -1.203, -2.509], [-2.804, -3.139, -1.216], [-4.325, -2.537, -0.491], [-1.382, -0.646, 1.034], [-3.417, -1.835, 2.249]],
  "nbo_charge": [-0.615, -0.391, -0.397, -0.397, -0.394, -0.394, -0.383, -0.415, -0.376, -0.396, -0.395, -0.406, -0.393, -0.877, 0.953, -0.844, 0.946, -0.558, -0.368, 0.973, -0.543, -0.344, 0.222, 0.194, 0.207, 0.205, 0.183, 0.197, 0.190, 0.213, 0.188, 0.184, 0.210, 0.197, 0.191, 0.181, 0.190, 0.198, 0.216, 0.179, 0.193, 0.230, 0.185, 0.198, 0.181, 0.212, 0.190, 0.185, 0.171, 0.196, 0.194, -0.347, -0.324]
}

(3)
{
  "formula": "C3H4ClN",
  "method": "ωB97M-V/def2-TZVPD",
  "energy_ev": -17183.3000,
  "largest_force_ev_per_a": 7.75,
  "homo_energy_ev": [-8.89, -8.40],
  "gap_ev": [8.727, 7.299],
  "de_lowest_kcal_mol": 102.3,
  "species": ["C", "C", "C", "N", "Cl", "H", "H", "H", "H"],
  "xyz": [[-0.151, -1.341, 0.056], [-1.353, -1.059, 0.007], [1.017, 1.713, -0.016], [0.996, -1.639, -0.014], [2.156, 0.432, 0.135], [-1.953, -0.933, -0.862], [-1.984, -1.093, 0.868], [0.257, 1.751, 0.829], [1.015, 2.170, -1.002]],
  "nbo_charge": [0.189, -0.465, -0.430, -0.302, 0.136, 0.233, 0.226, 0.212, 0.203]
}

(4)
{
  "formula": "C2H5NO2",
  "method": "ωB97M-V/def2-TZVPD",
  "smiles": "COC(N)=O",
  "energy_ev": -7739.3368,
  "largest_force_ev_per_a": 3.45,
  "homo_energy_ev": -9.82,
  "gap_ev": 10.763,
  "de_lowest_kcal_mol": 32.6,
  "species": ["C", "O", "C", "N", "O", "H", "H", "H", "H", "H"],
  "xyz": [[-0.098, -1.021, -1.332], [0.746, 0.170, -0.412], [-0.143, 0.468, 0.496], [0.291, 1.251, 1.515], [-1.203, -0.167, 0.536], [0.317, -1.950, -0.958], [0.341, -0.683, -2.264], [-1.178, -1.020, -1.421], [-0.331, 1.439, 2.280], [1.258, 1.513, 1.560]],
  "nbo_charge": [-0.219, -0.546, 0.864, -0.837, -0.693, 0.201, 0.186, 0.233, 0.409, 0.400]
}